[1]
ORCA calculation (ωB97M-V/def2-TZVPD) on C21H14Cl2NO9Se3TeZr as an isolated structure.

```
52
C21H14Cl2NO9Se3TeZr, DFT ωB97M-V/def2-TZVPD
Zr 2.41 -1.18 0.65
Se 1.75 -3.42 2.16
Se 0.06 -3.28 3.70
Te -1.64 -4.32 0.17
Se 0.56 -3.14 0.02
O 3.94 -0.48 -5.36
C 3.56 -0.72 -4.25
C 2.43 0.01 -3.50
O 1.70 0.86 -3.95
C 2.47 -0.55 -2.16
C 3.39 -1.57 -2.04
O 3.52 -2.17 -0.89
C 4.14 -1.77 -3.29
O 5.02 -2.55 -3.54
O 1.75 -0.22 -1.11
Cl 3.74 1.44 0.78
C 4.61 1.11 2.31
Cl 6.35 1.30 2.07
C 4.28 -0.34 2.77
O 4.11 -0.53 3.94
O 4.22 -1.16 1.76
H 4.27 1.83 3.04
C -1.16 1.09 -2.19
O -1.63 0.29 -1.11
C -2.94 0.06 -0.99
C -3.90 0.51 -1.90
C -5.23 0.15 -1.75
C -5.63 -0.67 -0.71
C -4.69 -1.11 0.20
C -3.37 -0.72 0.09
N -2.44 -1.25 1.03
C -1.40 -0.71 1.57
C -1.06 0.69 1.65
C -2.02 1.70 1.68
C -1.66 3.00 1.93
C -0.31 3.30 2.17
C 0.65 2.31 2.14
C 0.30 0.99 1.87
O 1.22 0.03 1.78
H -0.09 1.17 -2.06
H -1.63 2.08 -2.16
H -1.37 0.61 -3.14
H -3.60 1.12 -2.74
H -5.95 0.50 -2.48
H -6.67 -0.97 -0.61
H -4.97 -1.76 1.02
H -2.49 -2.28 1.12
H -0.79 -1.41 2.14
H -3.07 1.45 1.52
H -2.40 3.79 1.96
H -0.02 4.32 2.38
H 1.69 2.55 2.32
```

Output
- electronic energy (eV) = -271585.6668
- multiplicity = 1
- F_max (eV Å⁻¹) = 0.76
- highest occupied orbital energy (eV) = -4.66
- LUMO level (eV) = 1.2
- energy relative to the best compared isomer or geometry (same formula, charge and spin) (eV) = 0.000
- charge = -1

These are the Löwdin partial charges, in e, on atoms 1 to 5: atom 1 (Zr): 1.434, atom 2 (Se): -0.055, atom 3 (Se): -0.107, atom 4 (Te): 0.226, atom 5 (Se): -0.169

---

[2]
ORCA calculation (ωB97M-V/def2-TZVPD) on a 2-piece molecular cluster, C21H14F5NO4S overall.

```
46
C21H14F5NO4S, DFT ωB97M-V/def2-TZVPD
F -2.07 4.23 0.45
C -0.85 3.68 0.53
F -0.40 3.45 -0.74
F 0.00 4.53 1.14
S -0.94 2.08 1.53
C 0.57 1.26 1.25
C 1.13 0.33 2.17
C 2.53 0.03 2.05
C 3.15 -0.91 2.84
C 2.40 -1.63 3.80
N 2.96 -2.72 4.53
O 2.21 -3.34 5.33
O 4.15 -3.06 4.34
C 1.04 -1.31 3.98
C 0.41 -0.36 3.21
O -1.05 2.52 2.91
O -2.03 1.40 0.87
H 1.19 1.71 0.47
H 3.12 0.61 1.33
H 4.21 -1.14 2.78
H 0.49 -1.83 4.77
H -0.63 -0.13 3.42
F -1.20 3.22 -4.29
C -1.92 2.39 -3.47
C -3.19 2.79 -3.05
C -3.88 1.95 -2.16
C -3.27 0.83 -1.63
C -1.95 0.45 -2.01
C -1.34 -0.62 -1.30
C -0.27 -1.47 -1.67
C -0.28 -2.82 -1.19
C 0.77 -3.69 -1.44
C 1.90 -3.26 -2.16
C 1.89 -1.97 -2.67
F 2.92 -1.58 -3.50
C 0.87 -1.07 -2.42
C -1.35 1.20 -3.06
H -3.62 3.69 -3.48
H -4.89 2.22 -1.86
H -3.79 0.22 -0.89
H -1.86 -0.91 -0.39
H -1.15 -3.15 -0.61
H 0.74 -4.71 -1.07
H 2.72 -3.93 -2.40
H 0.98 -0.04 -2.75
H -0.41 0.88 -3.50
```

Output
- electronic energy (eV) = -56099.7827
- multiplicity = 1
- F_max (eV Å⁻¹) = 2.46
- highest occupied orbital energy (eV) = -6.87
- LUMO level (eV) = -3.6
- energy relative to the best compared isomer or geometry (same formula, charge and spin) (eV) = 0.231

These are the Löwdin partial charges, in e, on atoms 1 to 5: atom 1 (F): 0.127, atom 2 (C): -0.616, atom 3 (F): 0.095, atom 4 (F): 0.130, atom 5 (S): 0.728

---

[3]
ORCA calculation (ωB97M-V/def2-TZVPD) on C21H15BrIN4O2Ti as an isolated structure.

```
45
C21H15BrIN4O2Ti, DFT ωB97M-V/def2-TZVPD
Ti -0.25 -0.24 0.62
C -2.00 -1.69 -3.35
C -0.79 -1.46 -3.91
C 0.40 -1.08 -3.06
C -0.30 -0.40 -1.91
N -1.39 -0.88 -1.17
C -2.23 -1.54 -1.92
C 1.82 0.44 -0.66
C 2.65 1.33 -1.55
C 3.92 1.62 -0.80
C 3.93 1.57 0.54
C 2.76 1.21 1.31
N 1.70 0.68 0.77
H -2.82 -2.07 -3.94
H -0.63 -1.68 -4.96
H 1.01 -1.97 -2.92
H -3.10 -1.98 -1.46
H 2.16 2.28 -1.78
H 4.78 1.99 -1.34
H 4.81 1.87 1.10
H 2.74 1.39 2.38
I 1.75 -2.46 0.34
C 2.39 -0.94 -0.95
C 2.94 -0.97 -2.14
C 2.63 0.38 -2.80
C 1.13 0.29 -3.36
C 0.06 0.97 -2.44
N 0.43 0.58 -1.08
H 3.40 -1.81 -2.65
H 3.31 0.68 -3.59
H 1.07 0.62 -4.39
H -0.52 1.86 -2.60
Br -4.83 2.62 5.54
C -3.88 1.11 5.01
C -3.94 -0.08 5.77
N -3.34 -1.22 5.44
C -2.61 -1.25 4.35
C -2.44 -0.09 3.54
C -3.10 1.11 3.89
C -1.63 -0.16 2.43
O -1.37 0.86 1.61
O -0.98 -1.24 2.01
H -4.52 -0.09 6.69
H -2.14 -2.19 4.09
H -2.99 2.01 3.29
```

Output
- electronic energy (eV) = -133303.6608
- multiplicity = 1
- F_max (eV Å⁻¹) = 0.68
- highest occupied orbital energy (eV) = -16.98
- LUMO level (eV) = -12.0
- charge = +3

These are the Löwdin partial charges, in e, on atoms 1 to 5: atom 1 (Ti): 1.222, atom 2 (C): 0.026, atom 3 (C): 0.080, atom 4 (C): -0.126, atom 5 (C): -0.403